# 1
ORCA calculation (wB97M-V/def2-TZVPD) on C2HF2I2N as an isolated structure at a distorted geometry.

HOMO-LUMO gap in eV: 7.9
Calculated total energy in eV: -25211.3185
HOMO level in eV: -8.9
Relative energy (zero: lowest compared OMol25 entry of this formula, charge and spin) in kcal per mole: 96.2

Positions of all 8 atoms, in Å:
H 0.926 -0.114 2.809
I -1.034 1.816 0.703
C -0.342 0.084 -0.222
F -0.131 -1.279 -2.181
I 1.532 -0.889 0.585
C -0.732 -0.304 -1.436
F -1.598 0.280 -2.194
N 1.378 0.406 1.935

Results of the Löwdin charge analysis, in e, for atoms 1 through 5:
1 H -0.05
2 I 0.92
3 C -0.95
4 F 0.05
5 I 1.28



# 2
ORCA calculation (wB97M-V/def2-TZVPD) on C24H26GaN4S2Si as an isolated structure at a distorted geometry.

Net charge: +1
HOMO-LUMO gap in eV: 4.8
Calculated total energy in eV: -113183.7643
HOMO level in eV: -7.3

Positions of all 58 atoms, in Å:
C 1.636 -2.811 3.732
H -1.441 3.436 -4.656
N -1.552 -1.303 2.588
C 3.748 -1.580 -2.534
C 4.384 -0.343 -2.410
Ga -0.525 -0.157 1.345
C -0.943 2.097 1.272
C -3.293 2.127 -2.112
H 1.849 -2.628 -2.639
C -0.913 1.682 -3.529
C -1.733 2.768 -3.845
C 2.233 0.732 -2.106
N 2.927 -0.318 1.226
H -0.578 -2.001 -1.301
H -2.824 0.322 -1.030
C -1.270 0.817 -2.479
H -1.293 -3.663 4.913
C -2.849 -1.234 2.902
S 3.145 -2.229 3.122
H -1.497 1.475 3.387
H -3.416 0.277 1.601
H 5.469 -0.270 -2.509
C -0.707 1.651 2.650
H 0.450 3.035 -0.216
H 1.645 1.648 -1.991
C -0.832 -2.222 3.369
H 1.527 -3.572 4.484
H 2.323 2.747 1.695
H -1.925 2.262 0.818
H -1.383 -1.686 -3.168
C 0.311 2.553 0.756
H 3.941 -0.347 1.212
H 4.333 -2.480 -2.707
C -2.918 2.997 -3.143
H -2.444 -2.111 -1.773
C 0.563 -2.176 3.145
C -1.652 -2.898 4.243
H -0.231 -0.399 -0.408
H 2.431 0.255 0.550
H -4.226 2.284 -1.567
C 2.358 -1.677 -2.471
H 1.158 1.746 3.900
S -3.304 -2.365 4.143
C -2.482 1.034 -1.791
C -1.427 -2.183 -2.163
C 1.289 2.400 1.766
Si -0.218 -0.611 -1.969
C 0.685 1.872 2.925
N 0.962 -1.227 2.189
N -3.706 -0.366 2.341
C 2.290 -1.138 2.070
H -4.668 -0.388 2.658
H 4.109 1.782 -2.141
H -0.018 1.476 -4.120
C 1.593 -0.520 -2.240
H -1.146 -3.215 -2.370
H -3.569 3.833 -3.410
C 3.623 0.809 -2.202

Results of the Löwdin charge analysis, in e, for atoms 1 through 5:
1 C -0.31
2 H 0.11
3 N -0.02
4 C -0.08
5 C -0.09



# 3
ORCA calculation (wB97M-V/def2-TZVPD) on C3H5NO2 as an isolated structure at a distorted geometry.

HOMO-LUMO gap in eV: 10.2
Calculated total energy in eV: -8774.7448
HOMO level in eV: -9.4
Relative energy (zero: lowest compared OMol25 entry of this formula, charge and spin) in kcal per mole: 68.0

Positions of all 11 atoms, in Å:
C -0.049 -0.563 0.794
C -0.889 0.182 -0.136
H 1.362 0.223 -1.442
C 1.075 0.535 -0.429
O -0.404 -1.826 1.173
N -0.091 1.384 -0.376
H 1.901 0.772 0.235
H -0.364 1.760 -1.281
H -1.162 -2.150 0.654
H 0.402 -0.050 1.628
O -1.781 -0.267 -0.820

Results of the Löwdin charge analysis, in e, for atoms 1 through 5:
1 C -0.14
2 C -0.50
3 H 0.10
4 C -0.04
5 O 0.04



# 4
ORCA calculation (wB97M-V/def2-TZVPD) on C55H62GeN3O2RuS2 as an isolated structure at a distorted geometry.

2S+1: 6
⟨S²⟩: 8.81
HOMO-LUMO gap (alpha / beta) in eV: 6.2 / 6.6
Calculated total energy in eV: -147371.5844
HOMO level (alpha / beta) in eV: -6.2 / -7.0
Relative energy (zero: lowest compared OMol25 entry of this formula, charge and spin) in kcal per mole: 0.0

Positions of all 126 atoms, in Å:
H -3.212 0.259 5.786
C 1.990 -3.103 -0.868
C 5.542 -0.937 4.087
H -5.895 1.918 -1.683
C -4.349 2.794 0.466
C -2.692 3.202 -1.397
H 3.070 5.887 0.883
C -4.702 -3.765 -0.320
N -1.347 1.218 -1.400
H -5.251 2.239 0.747
H -1.763 6.389 -2.115
H -2.273 0.424 8.052
H 0.674 -1.331 6.621
H 1.834 -0.487 -3.423
H 5.863 -0.122 6.025
C 2.148 -4.919 -2.425
H 1.624 4.046 -4.068
H 2.273 1.140 4.059
H -5.076 -0.904 1.360
H -2.821 -0.041 3.365
C -0.336 2.865 1.392
C 0.256 0.547 1.645
C 4.009 0.587 5.147
H 1.775 2.625 -0.533
C -5.074 2.599 -1.934
H 3.006 2.450 -1.786
C 2.769 4.858 1.041
C 3.743 3.835 1.084
C 4.700 -0.996 2.946
H -1.818 -2.784 -1.931
H -2.777 -2.168 -4.397
H 0.354 5.257 -2.673
H 0.684 5.306 1.099
H 1.002 -7.691 -1.812
C -1.553 -0.369 7.852
C 2.024 -7.327 -1.679
C -2.052 -0.318 4.080
C 1.893 -5.368 -0.091
C 2.984 -1.127 0.759
H -0.743 -0.900 -6.713
C 1.600 0.805 1.649
C 3.523 -0.212 2.914
C -1.296 -0.511 6.373
N 1.054 -0.648 -4.052
C -0.715 1.571 1.498
H 1.804 -6.073 0.732
C 2.212 -0.432 -6.248
C -0.094 -1.044 5.909
S 1.908 -1.312 -0.670
H -2.708 -0.844 -3.231
H -4.761 2.395 -2.961
Ge -3.808 -2.030 -0.550
H -0.633 -0.145 8.394
O 2.656 -0.715 -1.833
H 3.735 1.180 6.013
C -0.318 -0.848 -5.720
C -3.910 2.418 -0.953
C 0.971 2.632 -2.543
S -0.511 -1.072 1.899
C 1.450 4.540 1.169
H -5.466 3.623 -1.897
H 0.641 2.711 -4.695
C -2.772 4.572 -1.554
C -4.889 -1.047 -1.854
H 2.699 0.519 -6.023
C 4.169 -1.898 0.777
C 2.016 2.172 1.460
H 1.921 -0.425 -7.297
C 2.072 2.959 -1.529
H -1.074 3.654 1.265
C -1.944 -2.262 -0.978
C 1.410 2.978 -3.964
H -5.892 -0.924 -1.433
C -1.005 -0.957 -4.488
H 2.948 -1.227 -6.105
H 6.452 -1.528 4.092
H -5.758 -3.623 -0.068
H -1.760 1.291 1.445
N -0.152 -0.847 -3.481
H -4.979 -1.601 -2.791
H 4.395 -2.550 -0.058
C -0.335 3.301 -2.166
H -3.046 -0.506 -4.934
H 5.932 -2.398 1.851
H 2.327 2.434 -4.213
H 2.256 4.039 -1.484
H 2.231 -2.848 -2.980
H 2.257 -5.268 -3.447
C 2.680 -0.235 1.759
H 1.749 -3.661 1.198
H -4.223 -4.329 0.488
C 3.380 2.535 1.284
C -1.678 5.315 -1.994
H 2.469 -7.889 -0.856
C -4.014 -1.083 1.155
C 5.211 -0.162 5.159
H 2.578 -7.555 -2.590
C 2.127 -3.554 -2.170
H -4.639 -4.359 -1.237
H -3.619 1.372 -0.953
C 0.139 -1.217 4.555
C 3.193 0.567 4.056
H -3.573 2.572 1.206
H 4.789 4.081 0.941
H -3.498 -0.114 1.120
C -0.841 -0.839 3.652
H -3.706 5.084 -1.337
C -2.470 -1.130 -4.248
C 2.028 -5.846 -1.394
C 5.017 -1.816 1.835
H -3.599 -1.684 1.972
C -1.438 2.517 -1.656
H -1.482 -2.883 -0.201
C -0.483 4.667 -2.310
O 0.506 -2.165 1.866
C 1.003 -0.641 -5.392
C 1.865 -4.010 0.182
H -1.959 -1.296 8.262
H 4.144 1.768 1.278
H -4.577 3.864 0.533
C 1.042 3.197 1.365
H 1.070 -1.645 4.195
H 0.796 1.565 -2.503
Ru -0.538 -0.569 -1.081
C -2.268 -0.150 5.442
H -4.479 -0.058 -2.071

Results of the Löwdin charge analysis, in e, for atoms 1 through 5:
1 H 0.12
2 C -0.36
3 C -0.03
4 H 0.07
5 C -0.06



> Look up the calculated total energy of the first one.

-25211.3185 eV



> Among the records above, which one has the lowest calculated total energy?

C55H62GeN3O2RuS2